Density functional theory data (ωB97M-V/def2-TZVPD) for a cluster of 2 separate species, C3H7ClN3 in total at a distorted geometry.

XYZ file:
```
14
Properties=species:S:1:pos:R:3:forces:R:3:mulliken_charge:R:1
H -2.9102 0.3939 2.0221 2.7 -0.1 -4.1 0.53
H -0.4738 -0.5699 1.6942 -0.3 0.2 -0.1 0.32
H -1.0990 -1.4715 0.2846 0.0 0.2 0.0 0.35
N -2.1304 0.3492 0.7031 -3.6 -0.9 3.8 -0.09
C -0.6601 1.5005 -0.3185 0.1 -0.8 0.2 0.15
H 1.1454 -1.1528 -0.9791 0.0 0.1 0.0 0.30
C -0.9093 -0.4755 0.6895 0.9 -0.7 0.1 -0.42
H 1.5004 0.4944 -1.5232 0.0 0.0 0.0 0.32
H -0.2413 2.3365 -0.8514 0.1 0.1 -0.1 0.46
N -1.8428 1.5668 0.2357 -0.6 1.7 -0.2 -0.57
Cl -3.5012 -0.4668 -0.3177 0.8 0.3 0.4 0.05
C 1.2172 -0.1106 -0.6639 0.8 -0.3 -0.2 -0.78
H 1.9906 -0.0268 0.1018 0.0 0.0 0.0 0.33
N -0.0516 0.3321 -0.1632 -0.8 0.2 0.0 0.05
```
Forces are in eV/Å.

Output
Orbital gap (spin up / spin down) in eV: 8.23 / 8.23
Largest force on an atom in hartree/bohr: 0.10269
Net charge: +1


Density functional theory data (ωB97M-V/def2-TZVPD) for the ion C3H7ClN3 with charge +1 at a distorted geometry.

XYZ file:
```
14
Properties=species:S:1:pos:R:3:forces:R:3:mulliken_charge:R:1
N 0.0958 0.6139 -0.1785 -2.0 1.7 0.5 0.29
Cl 2.1908 1.0409 -1.5534 0.0 -0.5 0.6 -0.11
H -2.5560 0.2044 1.0324 -0.8 -0.9 0.9 0.31
C -2.0297 1.0552 0.6760 -1.2 -0.7 -1.9 -0.73
C 1.0145 -2.4928 -0.0144 -0.3 -0.3 -0.1 -0.05
H -0.1212 1.2038 -0.9537 -1.0 0.2 -1.3 0.32
N -0.6798 0.6236 0.8403 1.4 -0.6 0.5 -0.45
H -2.4764 1.0719 -0.3629 1.1 0.7 0.6 0.36
H 0.4156 -2.2916 0.8087 -1.2 -0.3 2.2 0.30
N 1.4179 -1.5152 -0.6242 0.4 0.5 -0.6 -0.20
H 1.8456 -1.7328 -1.4866 1.1 0.7 -1.6 0.24
H -2.3827 1.8699 1.3005 0.6 0.3 0.1 0.30
H 1.8930 0.1416 0.7611 -0.5 0.3 -1.5 0.40
C 1.3727 0.2073 -0.2452 2.3 -1.2 1.5 0.01
```
Forces are in eV/Å.

Output
Orbital gap (spin up / spin down) in eV: 6.06 / 8.78
Largest force on an atom in hartree/bohr: 0.05776
Net charge: +1


Density functional theory data (ωB97M-V/def2-TZVPD) for the molecule C3H7ClN4 at a distorted geometry.

XYZ file:
```
15
Properties=species:S:1:pos:R:3:forces:R:3:mulliken_charge:R:1
Cl 0.1715 1.9105 -0.2360 -0.4 -0.9 0.5 -0.28
H 2.3647 1.0678 -0.1489 -0.3 -0.6 0.3 0.20
H -3.2858 -0.3570 0.4723 -1.3 -1.3 -0.6 0.28
N 1.2624 -1.8648 0.1299 -1.4 -7.9 0.6 -0.53
C 1.1381 -0.5822 0.2067 -0.6 5.4 -0.7 0.39
H -0.7404 -1.7563 -1.3385 -1.0 0.5 0.6 0.26
H 3.1029 -0.4969 -0.0904 -0.1 0.5 0.0 0.23
N -2.4708 0.1710 0.5353 2.7 2.5 4.1 -0.56
H 0.4062 -2.5494 -0.0330 2.2 2.6 0.7 0.27
N 2.3186 0.0974 0.1522 1.6 -0.4 0.3 -0.46
H -2.4326 0.5784 1.6282 0.4 -1.4 -4.2 0.26
N -1.5701 -1.4796 -0.7568 1.5 0.1 -0.2 -0.82
H 1.8984 -2.3351 0.8071 -0.4 0.8 -0.9 0.25
C -0.0041 0.1703 0.2058 -0.2 0.2 -0.7 -0.12
C -1.3023 -0.4377 -0.0306 -2.7 -0.3 0.2 0.62
```
Forces are in eV/Å.

Output
Orbital gap in eV: 8.72
Largest force on an atom in hartree/bohr: 0.15568
SMILES: [H]/N=C(/N)C(Cl)=C(N)N


Density functional theory data (ωB97M-V/def2-TZVPD) for a structure of composition C3H7ClNP at a distorted geometry.

XYZ file:
```
13
Properties=species:S:1:pos:R:3:forces:R:3:mulliken_charge:R:1
N 0.4419 -1.3538 -0.6428 0.4 0.6 0.2 -0.40
H 1.4033 -0.2582 0.9033 0.4 0.4 -3.1 0.24
C -1.3053 0.2761 0.6721 4.9 -0.7 -2.7 -0.85
H -1.1986 0.5245 1.6700 -0.2 1.2 1.9 0.37
H 0.3012 2.0031 0.2476 1.0 -0.5 0.5 0.40
H 0.1015 -1.6467 1.5425 0.5 0.3 1.0 0.02
H -2.1246 0.6094 0.1225 -1.5 0.3 -0.5 0.47
P -0.8097 -1.5187 0.5304 -1.9 -0.4 -1.8 0.03
C 0.1862 1.0628 -0.2812 -2.7 -1.6 2.8 -0.06
Cl -0.3143 1.6174 -1.8302 -0.5 -0.1 -1.5 -0.18
H 1.9706 0.0205 -1.0361 -0.2 -0.1 1.2 0.40
H 0.1946 -1.1911 -1.6108 -0.7 -0.7 -0.1 0.31
C 1.1532 -0.1454 -0.2874 0.6 1.3 2.2 -0.75
```
Forces are in eV/Å.

Output
Orbital gap in eV: 9.75
Largest force on an atom in hartree/bohr: 0.10938


Density functional theory data (ωB97M-V/def2-TZVPD) for the molecule C3H7ClO at a distorted geometry.

XYZ file:
```
12
Properties=species:S:1:pos:R:3:forces:R:3:mulliken_charge:R:1
Cl -1.7320 -0.5587 -0.1952 0.4 1.3 -0.1 -0.18
C 2.0088 -0.9796 0.3476 -7.8 5.0 1.8 -0.78
C 0.6247 1.1468 -0.1945 -0.5 1.1 2.3 -0.39
H 0.0404 1.6537 -0.9510 1.2 -0.5 -1.8 0.32
H 1.1800 -1.5328 0.9018 0.5 0.4 -1.6 0.22
H -0.6902 0.3060 1.6712 0.2 1.5 -2.2 0.27
H -1.3021 1.7782 0.7499 -0.2 -0.5 -0.6 0.40
C -0.7935 0.8162 0.5984 2.6 -2.6 2.6 -0.53
H 2.3089 -0.3184 1.0482 1.9 1.3 3.1 0.40
O 1.6326 0.1321 -0.6240 -2.5 0.1 0.2 -0.33
H 2.7201 -1.5236 0.0360 5.0 -3.9 -3.1 0.35
H 1.0861 2.1786 0.3460 -0.7 -3.1 -0.8 0.24
```
Forces are in eV/Å.

Output
Orbital gap in eV: 10.90
Largest force on an atom in hartree/bohr: 0.18323
SMILES: COCCCl


Density functional theory data (ωB97M-V/def2-TZVPD) for a structure of composition C3H7CrO3 at a distorted geometry.

XYZ file:
```
14
Properties=species:S:1:pos:R:3:forces:R:3:lowdin_spin:R:1
H 0.7188 1.1493 1.6162 0.5 0.2 0.5 0.00
H 2.5232 1.0025 -0.7477 -1.1 -0.7 -1.1 0.00
O 0.2909 1.1274 -0.8826 -2.0 2.6 2.2 0.06
C -0.5819 -0.7727 1.0150 -0.1 -0.8 -1.6 -0.08
H 1.7259 2.3138 -0.0114 0.0 -0.2 0.1 0.00
C 1.5747 1.2481 -0.2468 0.2 0.8 1.7 0.02
O -1.3710 -1.1112 -2.6720 -0.4 -0.5 -0.7 1.04
C 1.4496 0.5101 1.0809 -0.8 0.9 1.3 0.01
H -1.0477 -0.0135 1.6686 0.2 0.1 -0.2 -0.01
H -0.5381 1.4859 -0.1059 3.8 -1.8 -3.3 0.01
H -0.9132 -1.7547 1.3890 0.2 0.3 -0.1 0.00
H 2.4132 0.5205 1.6098 -0.3 -0.2 -0.1 0.00
Cr -0.1778 -0.7782 -1.2420 -1.2 -0.8 2.0 3.93
O 0.8648 -0.7661 1.1512 1.0 0.0 -0.7 0.01
```
Forces are in eV/Å.

Output
Orbital gap (spin up / spin down) in eV: 7.65 / 7.22
Largest force on an atom in hartree/bohr: 0.10302
2S+1: 6


Density functional theory data (ωB97M-V/def2-TZVPD) for a structure of composition C3H7CsO5 at a distorted geometry.

XYZ file:
```
16
Properties=species:S:1:pos:R:3:forces:R:3:lowdin_spin:R:1
O -3.8482 1.0895 -0.6750 0.2 -0.2 0.4 0.93
H -0.3838 -2.0787 -0.3362 0.0 0.4 0.1 0.00
C 0.5673 -0.2528 0.3620 -0.1 0.3 0.3 0.00
O 1.7397 -0.4643 -0.4123 -0.3 -0.4 -0.5 0.00
H -0.6534 -0.6683 -1.3851 0.6 -0.2 0.3 0.00
H 0.3529 0.8247 0.4133 0.0 -0.3 0.1 0.00
H 0.7259 -0.6464 1.3754 -0.1 0.2 -0.2 0.00
H -2.6050 -0.2024 -0.4150 3.9 -2.4 2.8 -0.01
O 2.9299 0.8684 0.9560 -0.2 0.1 -0.3 0.00
O -1.7858 -0.7187 0.2904 -4.6 2.5 -1.7 0.06
O 3.8515 -0.2595 -0.7624 0.2 0.0 -0.6 0.00
C -0.5618 -0.9894 -0.3321 0.1 0.0 -1.5 0.00
H -3.5583 1.8015 -1.2707 0.0 0.1 -0.2 0.02
H 4.6455 0.2446 -0.5415 -0.1 0.0 0.2 0.00
Cs -4.2611 1.3111 2.7348 0.1 -0.1 -0.1 0.00
C 2.8447 0.1406 -0.0016 0.3 0.1 1.1 0.00
```
Forces are in eV/Å.

Output
Orbital gap (spin up / spin down) in eV: 9.19 / 5.99
Largest force on an atom in hartree/bohr: 0.10691
Net charge: +1
2S+1: 2


Density functional theory data (ωB97M-V/def2-TZVPD) for a cluster of 2 separate species, C3H7F2NO in total at a distorted geometry.

XYZ file:
```
14
Properties=species:S:1:pos:R:3:forces:R:3:mulliken_charge:R:1
O 0.6847 -1.0221 0.1332 1.0 -1.6 -0.3 -0.64
H 0.5819 1.0424 -0.9637 -1.7 1.0 0.9 0.39
H 0.0650 1.9818 0.5592 -0.5 0.5 -0.6 0.39
F 0.2514 -1.7028 -3.4281 1.0 -1.5 -1.0 -0.18
C 0.0745 0.0000 2.1541 1.4 0.1 1.8 -1.29
N 0.0889 -0.7077 -2.5418 1.3 0.9 1.8 -0.02
H -1.2917 1.0912 -0.4525 2.3 0.2 0.7 0.24
H 0.4286 0.9686 2.4878 -0.1 0.3 0.2 0.29
F -1.2634 -0.7824 -2.3603 -1.4 0.3 0.8 -0.19
H 0.4953 -1.0428 -1.5638 -1.0 0.2 -2.1 0.37
C -0.1760 1.1460 -0.0984 0.5 -0.7 -1.3 -1.11
H 0.6539 -0.7280 2.7037 0.8 -0.4 -0.4 0.37
H -0.8390 -0.1828 2.6759 -1.5 0.3 -0.7 0.32
C 0.2459 -0.0615 0.6946 -2.1 0.5 0.1 1.04
```
Forces are in eV/Å.

Output
Orbital gap in eV: 10.55
Largest force on an atom in hartree/bohr: 0.04685
SMILES: CC(C)=O.FNF


Density functional theory data (ωB97M-V/def2-TZVPD) for the molecule C3H7F2NO at a distorted geometry.

XYZ file:
```
14
Properties=species:S:1:pos:R:3:forces:R:3:mulliken_charge:R:1
C 0.9366 -0.3623 -0.1820 2.3 0.4 0.2 0.83
H 2.4471 0.1654 -1.5236 -1.3 -1.1 0.5 0.26
F 1.3141 0.8257 0.5047 -0.3 -0.1 -1.2 -0.33
C -1.6325 0.6066 1.1501 -2.9 1.5 2.1 -0.65
H -0.6352 0.8120 -1.0839 0.1 -0.8 0.3 0.31
H -2.3983 1.3520 0.7120 1.5 -0.9 -0.4 0.24
C -0.4866 -0.2287 -0.6949 -0.5 0.8 1.2 -0.56
O -1.3476 -0.5355 0.3982 -0.6 0.7 -0.4 -0.35
F 1.0484 -1.2386 0.8194 -0.4 -1.3 0.0 -0.28
H -2.2352 0.4552 2.1204 1.0 -1.1 -1.3 0.26
N 1.9031 -0.6839 -1.2071 -1.5 4.5 -1.5 -0.58
H -0.7313 -0.9367 -1.4562 0.3 -0.5 -0.5 0.34
H -0.7619 1.1100 1.5243 0.6 0.4 -0.3 0.30
H 2.5791 -1.3412 -1.0815 1.7 -2.6 1.4 0.22
```
Forces are in eV/Å.

Output
Orbital gap in eV: 11.19
Largest force on an atom in hartree/bohr: 0.09599
SMILES: COCC(N)(F)F